Entry 1:
77
Properties=species:S:1:pos:R:3 method="wB97M-V/def2-TZVPD" e_lumo_ha="-0.15975 / -0.12523" relative_energy_kj_mol=0.0 charge=+1 homo_energy_ev="-9.5 / -9.4" e_tot_ha=-1642.663339 homo_lumo_gap_ev="5.13 / 6.00"
H -0.45 4.50 -2.02
C -3.22 3.64 -1.60
C 1.51 1.24 5.39
H -0.26 -2.24 -4.84
N 0.77 0.67 3.16
C 2.69 1.72 3.22
C 1.37 -3.01 -0.83
O 0.52 0.20 0.91
C -2.98 2.18 -1.32
H -1.05 -4.23 -0.25
C 2.42 1.44 1.90
C -0.32 1.11 -2.10
H -2.89 0.28 -2.43
H 0.54 -3.53 1.08
H -2.88 3.92 -2.60
H 4.27 -2.14 -0.93
C -0.43 0.07 3.65
C 1.76 -2.16 -2.93
C -0.58 -1.32 3.55
C 3.41 -1.46 -1.07
H -2.79 2.51 0.78
C 1.19 0.73 1.86
C 2.24 -2.18 -1.59
H 0.01 -3.99 -4.75
H -1.35 -3.27 -3.88
H 2.32 -0.32 -3.87
H 0.41 4.19 -4.38
C 0.57 -2.92 -2.99
H 1.94 -1.65 -4.99
C -0.52 2.39 -1.64
H 3.73 -0.67 -1.76
H -3.44 0.93 4.97
H -3.74 -1.55 4.79
H 0.25 -1.90 3.15
H -2.71 4.28 -0.87
Sn -0.98 -0.49 -0.69
C -0.80 -4.33 -1.31
H -3.24 1.71 -3.40
H -0.57 2.43 -0.53
C -1.77 -1.90 3.97
C 0.33 -3.47 -1.70
N 1.66 1.28 3.96
H 0.70 1.85 -5.26
H 3.19 -0.99 -0.09
C -2.80 0.36 0.38
C 0.18 3.33 -3.75
H 4.42 1.68 4.50
H -0.55 -5.39 -1.49
C 0.04 0.91 -3.43
H 2.01 -2.52 1.15
H -1.26 1.96 4.26
H -4.48 1.02 -2.33
H 3.02 1.66 1.03
H -4.29 3.86 -1.55
C -0.30 -3.11 -4.17
H 4.54 2.72 3.07
H 3.47 -1.65 -4.09
C -2.64 0.30 4.58
C -3.40 1.25 -2.42
C 0.33 2.02 -4.24
H 1.51 0.21 5.78
C -2.87 1.76 -0.02
H 0.13 -0.09 -3.84
H -2.58 0.19 1.44
C 2.40 -1.41 -4.03
H 2.13 -4.25 0.74
H 2.36 1.78 5.83
H 3.57 3.24 4.46
H -3.60 -0.30 0.01
C 1.51 -3.34 0.61
H -1.70 -4.10 -1.91
H -1.89 -2.99 3.91
H 0.58 1.73 5.71
C 3.86 2.37 3.85
C -1.44 0.88 4.18
C -2.80 -1.09 4.47
C -0.28 3.51 -2.44


Entry 2:
91
Properties=species:S:1:pos:R:3 method="wB97M-V/def2-TZVPD" smiles="CCCC[PH2](COCC)CB(O)O.O=[N+]([O-])c1ccccc1.O=[N+]([O-])c1ccccc1.O=[N+]([O-])c1ccccc1.O=[N+]([O-])c1ccccc1" e_lumo_ha=-0.03137 charge=0 homo_energy_ev=-7.8 e_tot_ha=-2657.069341 homo_lumo_gap_ev=6.95
C 0.33 1.63 6.38
H 2.85 0.26 2.93
C 3.50 -1.65 5.03
H 2.12 2.84 -2.37
C 1.17 -1.61 1.55
C -0.17 0.49 7.27
H -1.14 -1.96 0.00
H -1.14 2.37 -4.40
C 2.37 4.31 -7.53
N 0.99 3.91 -5.54
C -2.41 2.50 -2.68
B 4.60 -2.57 4.38
H 1.51 -1.72 0.53
H 2.43 0.45 6.17
O -4.27 -3.44 1.13
H -5.21 -5.19 2.51
C -5.01 -7.31 2.26
H 4.03 -0.92 5.63
C -4.45 -8.33 1.50
H 6.48 -2.79 4.52
C 2.18 3.62 -6.35
H -4.63 -9.36 1.77
C -4.45 3.01 -4.45
H 0.97 -0.85 4.01
H 4.89 1.63 -6.36
H 2.91 2.13 -4.98
O -3.11 -4.09 -0.56
O 0.86 3.30 -4.49
C -2.14 2.54 -4.04
H -2.16 -2.53 1.27
O 3.61 1.25 -1.33
C -4.01 -5.71 0.81
H 3.24 -1.99 1.89
C 1.12 2.50 0.85
N -5.54 3.26 -5.40
C -3.44 -6.71 0.04
C -0.25 4.10 -0.32
H -2.83 -6.47 -0.81
C -4.73 2.98 -3.10
H -1.61 2.29 -1.98
H 1.67 5.06 -7.86
O 0.20 4.74 -5.96
H -0.51 3.56 1.75
H -5.62 -7.54 3.12
C 0.06 3.40 0.85
H 2.13 -2.99 2.86
H 5.26 2.83 -8.48
H -0.27 -2.48 2.87
O 3.19 0.79 0.74
C -3.70 2.72 -2.21
H -1.08 4.80 -0.32
C -3.17 2.79 -4.94
C -1.28 -1.94 1.07
H 0.32 -0.42 6.94
H 0.07 0.68 8.31
C 2.19 0.76 5.16
C 0.48 3.89 -1.48
C 4.19 2.38 -6.68
C 3.49 4.02 -8.30
H 0.90 -0.57 1.75
H 0.23 4.43 -2.38
H -5.73 3.15 -2.74
H 1.36 1.96 1.75
H 3.66 4.55 -9.23
H 2.77 1.63 4.85
C 3.07 2.66 -5.91
H -1.51 -0.91 1.35
C -4.78 -5.98 1.92
H 0.14 -3.48 1.47
O 5.87 -2.11 4.16
H -1.25 0.37 7.19
C -3.67 -8.03 0.40
C 1.54 3.00 -1.48
C 4.39 3.06 -7.88
H 3.57 -4.20 4.50
H -0.46 2.34 6.19
C -0.06 -2.46 1.80
O -6.65 3.47 -4.95
C 2.34 -1.99 2.50
O -5.27 3.25 -6.59
H -3.90 2.69 -1.15
H 2.86 -2.18 5.73
N 2.97 1.38 -0.30
H -2.97 2.82 -6.00
O 0.80 1.15 5.14
C 1.84 2.32 -0.31
P 2.38 -0.69 3.87
H 1.11 2.18 6.90
H -3.23 -8.83 -0.19
O 4.37 -3.88 4.05
N -3.78 -4.30 0.43


Entry 3:
90
Properties=species:S:1:pos:R:3 method="wB97M-V/def2-TZVPD" e_lumo_ha=0.00164 charge=0 homo_energy_ev=-7.4 e_tot_ha=-2697.534197 homo_lumo_gap_ev=7.45
H 0.16 -0.61 3.49
C -0.88 4.56 -1.41
C 4.08 -0.03 -2.03
C -0.69 6.33 -2.73
H -4.60 2.13 -2.27
C -2.67 -1.34 4.79
C 3.27 0.79 -2.86
N 3.06 1.25 4.14
C 1.81 1.67 3.72
C -4.76 1.85 1.56
C 0.88 -0.90 -0.21
F 6.40 -3.86 -1.91
H 6.70 -2.96 -0.22
O -0.10 1.02 -0.74
C 3.59 2.16 4.99
N -1.46 -0.66 4.78
H -1.20 0.05 5.45
H 1.01 5.52 -1.60
H -0.68 -0.78 -1.82
H -5.10 -0.68 -2.54
C -1.27 -4.41 -2.71
H -3.44 -1.14 5.52
C -2.76 -2.23 3.72
H 6.16 -4.79 1.03
H 3.10 1.01 -5.01
H -1.04 -4.74 -3.71
H 4.54 -1.02 -5.25
C -1.86 -3.41 -0.84
C -4.26 0.64 2.00
C 4.77 -0.88 -2.94
H -1.27 -2.72 2.25
S -3.01 0.38 -3.05
C -3.80 2.86 1.72
H 5.49 -1.64 -2.65
H 6.08 -5.82 -0.51
O 1.02 2.30 0.73
C -2.01 5.97 -2.73
H -2.66 -2.79 -2.86
O 4.57 -3.05 -0.61
C 4.37 -0.59 -4.27
C -2.20 4.87 -1.91
H -0.08 -5.90 -1.76
H 1.75 -1.02 -0.84
N -0.67 -5.09 -1.65
H -0.52 3.76 -0.78
H -0.15 7.14 -3.20
C 5.74 -4.95 0.04
N -2.95 0.91 2.32
H -4.62 -0.36 2.23
F -1.42 -0.66 -0.06
H 0.81 -1.79 0.41
H -5.80 2.05 1.36
H -3.10 4.28 -1.84
H 0.67 3.56 4.19
H 1.21 1.07 3.04
H 2.64 1.63 -2.60
H 2.75 4.11 5.62
C -1.02 -4.49 -0.44
C -1.51 -2.07 3.08
O -2.82 1.16 -4.33
H -3.56 -2.89 3.43
H -0.63 -4.79 0.52
C 2.71 3.26 4.96
C -0.43 -0.40 -0.83
C -4.59 -0.47 -3.47
H 4.52 1.89 5.46
C 3.70 -3.98 -0.21
H 4.17 0.13 -0.97
C -2.03 -3.44 -2.27
H -3.08 2.24 -1.34
N 0.04 5.49 -1.88
C 1.54 2.92 4.21
O 4.34 -5.14 0.09
H -1.61 2.61 2.19
N 3.49 0.50 -4.23
C 5.95 -3.60 -0.67
O 2.51 -3.81 -0.41
H -3.94 3.92 1.58
H -2.77 6.34 -3.40
H -2.28 0.19 2.54
H -5.28 0.12 -4.06
C -0.84 -1.01 3.63
C -2.60 2.20 2.11
H -2.43 -2.70 -0.27
H -4.50 -1.43 -3.99
C -3.79 1.56 -1.81
O 1.21 0.14 0.69
C 0.72 1.22 0.32
H -4.31 0.92 -1.10
H 3.52 0.38 3.88


Entry 4:
88
Properties=species:S:1:pos:R:3 method="wB97M-V/def2-TZVPD" e_lumo_ha="-0.26157 / -0.25828" relative_energy_kj_mol=324.8 charge=+2 homo_energy_ev="-13.2 / -13.2" e_tot_ha=-2550.327564 homo_lumo_gap_ev="6.08 / 6.16"
H 5.82 3.47 -4.36
C 3.98 5.91 -0.01
H -5.97 -6.67 1.27
H -5.12 -2.42 3.28
H 5.31 0.88 -4.10
H 5.92 0.00 2.53
C 0.60 5.07 1.12
H 4.97 2.27 3.00
H -4.08 -4.08 1.68
N 5.13 5.90 -0.03
C -1.12 -0.29 2.05
C -4.42 -2.39 4.12
O 3.90 2.83 -1.74
C -2.36 -1.46 0.34
H -4.84 -2.97 4.94
C 0.71 5.08 -1.33
H -3.82 -5.98 0.56
C 1.85 5.63 1.18
C -3.57 -2.70 -1.34
C 4.99 1.12 -3.08
C -4.06 -3.62 -0.39
C 1.95 5.65 -1.27
H -4.94 -4.92 -2.83
H 6.19 3.61 -2.63
H -7.54 -5.58 -2.47
C -5.60 -4.75 -1.98
O -1.09 0.43 -0.23
C -1.47 -0.35 0.67
H 5.47 -0.83 1.04
C 4.37 2.52 -3.06
O 0.36 0.48 3.69
C 4.31 2.23 2.14
C -5.82 -6.76 0.20
H 0.05 4.88 2.03
H 4.24 -0.48 2.24
H 4.91 4.59 -3.33
C -2.75 -1.66 -0.99
O 1.89 1.22 -1.36
H 6.86 2.08 1.24
H -7.80 -6.74 -0.42
C -3.69 -3.40 0.93
C 5.15 -0.10 1.78
C -1.13 3.86 -0.18
H -6.10 -3.79 -2.12
C -1.63 -1.19 2.95
H 2.30 5.89 2.12
C 2.59 5.79 -0.01
H 3.57 2.40 -5.06
H 2.73 3.55 -4.01
H 5.87 2.72 -0.08
H 2.47 5.95 -2.16
C 6.13 1.82 0.48
H -1.63 3.74 -1.14
C -2.85 -2.35 1.32
H -7.16 -5.23 -0.07
Pt 0.41 2.23 -0.01
N -6.97 -6.14 -0.51
H 4.26 0.39 -2.76
F -3.89 -2.83 -2.64
C -4.54 -6.03 -0.25
H -2.38 -0.99 -1.74
H -1.75 3.81 0.70
P 3.03 2.00 -0.72
N -2.48 -2.17 2.64
H -1.34 -1.10 3.99
C -3.06 -2.94 3.73
C -0.20 0.80 2.66
C 0.05 4.65 -0.13
N -4.90 -4.70 -0.70
H 3.31 1.94 2.46
H -6.26 -6.80 -2.38
H 5.86 1.08 -2.42
O 3.92 0.95 0.07
C 4.86 1.25 1.12
O 2.45 3.05 0.21
C 5.39 3.61 -3.37
C 3.21 2.58 -4.05
H -3.12 -4.00 3.45
H 0.21 4.94 -2.28
H -2.38 -2.87 4.58
H -5.76 -7.82 -0.05
O -0.21 1.92 2.09
H 6.58 1.09 -0.19
H -4.05 -6.58 -1.07
C -6.64 -5.88 -1.93
H 2.47 1.81 -3.80
H -4.33 -1.36 4.45
H 4.25 3.23 1.71